Entry 1:
Entry from the OMol25 dataset: CHI3O as an isolated structure (wB97M-V/def2-TZVPD).

Output
- E_HOMO: -9.826 eV
- LUMO level: -0.87 eV
- ΔE to the lowest compared entry with this formula, charge and spin: 36.5 kJ/mol
- E: -1007.00805 Ha
- HOMO-LUMO gap: 9.0 eV

Cartesian coordinates (Å):
I 0.2612 -0.3336 2.2337
I -2.8152 0.3439 -1.2043
I 2.5831 0.8020 -0.2478
O 1.5018 -1.8922 0.0766
C 1.4536 -0.8180 0.5403
H -2.9844 1.8980 -1.3985


Entry 2:
Entry from the OMol25 dataset: a 2-piece molecular cluster, CHI3O overall in a non-equilibrium geometry (wB97M-V/def2-TZVPD).

Output
- E_HOMO: -9.374 eV
- SMILES: O=CI.II
- LUMO level: -1.46 eV
- ΔE to the lowest compared entry with this formula, charge and spin: 12.2 kJ/mol
- E: -1007.01728 Ha
- HOMO-LUMO gap: 7.9 eV

Cartesian coordinates (Å):
I -2.8489 -0.4735 0.1511
I -2.0914 1.8180 -0.8037
I 1.4531 -1.9947 -0.7703
O 0.6176 0.0184 1.3379
C 1.1740 -0.1191 0.3294
H 1.6956 0.7510 -0.2443


Entry 3:
Entry from the OMol25 dataset: a 2-piece molecular cluster, CHIN2O2S overall in a non-equilibrium geometry (wB97M-V/def2-TZVPD).

Output
- E_HOMO: -9.717 eV
- LUMO level: -0.50 eV
- ΔE to the lowest compared entry with this formula, charge and spin: 174.2 kJ/mol
- E: -994.42181 Ha
- HOMO-LUMO gap: 9.2 eV

Cartesian coordinates (Å):
I -2.9376 1.0745 -0.1183
S 1.6023 -0.3846 -0.4464
O 1.2091 -1.4440 -1.3332
O 0.2278 -1.2133 1.6114
N 0.7899 0.8727 -0.7257
N -0.6689 -0.6549 1.0563
C -1.3363 -0.0151 0.3288
H 1.1137 1.7648 -0.3729


Entry 4:
Entry from the OMol25 dataset: CHIN2OS2 as an isolated structure in a non-equilibrium geometry (wB97M-V/def2-TZVPD).

Output
- E_HOMO (alpha / beta): -8.971 / -9.086 eV
- LUMO level (alpha / beta): -1.90 / -2.24 eV
- ΔE to the lowest compared entry with this formula, charge and spin: 105.8 kJ/mol
- E: -1317.27064 Ha
- HOMO-LUMO gap (alpha / beta): 7.1 / 6.8 eV

Cartesian coordinates (Å):
I -3.2299 -0.6997 0.1228
S -0.1538 -1.4975 -0.0994
S 0.9777 1.4463 0.0739
O 0.5041 1.4818 1.4474
N -0.1026 1.5544 -0.9708
N 1.2358 -0.6672 -0.0864
C -1.2673 -0.2520 0.0118
H 2.0359 -1.3661 -0.4993


Entry 5:
Entry from the OMol25 dataset: CHINO2P as an isolated structure in a non-equilibrium geometry (wB97M-V/def2-TZVPD).

Output
- E_HOMO (alpha / beta): -9.285 / -9.285 eV
- LUMO level (alpha / beta): -1.39 / -1.39 eV
- ΔE to the lowest compared entry with this formula, charge and spin: 285.7 kJ/mol
- E: -882.89791 Ha
- HOMO-LUMO gap (alpha / beta): 7.9 / 7.9 eV

Cartesian coordinates (Å):
I 2.6353 1.1441 0.6278
P 1.0663 0.3024 -1.0679
O 1.0931 -1.1552 -0.9069
O -1.0385 -1.6918 0.7439
N -1.1394 -0.5883 0.3963
C -0.9757 0.5821 0.1042
H -1.6410 1.4067 0.1026


Entry 6:
Entry from the OMol25 dataset: one molecule with the formula CHIOS2 in a non-equilibrium geometry (wB97M-V/def2-TZVPD).

Output
- E_HOMO: -9.120 eV
- LUMO level: -1.66 eV
- ΔE to the lowest compared entry with this formula, charge and spin: 252.1 kJ/mol
- E: -1207.91480 Ha
- HOMO-LUMO gap: 7.5 eV

Cartesian coordinates (Å):
I 3.9301 -0.4542 -2.3384
S -0.5709 -1.8995 -0.2467
S 2.0489 -0.1134 -0.7343
O 2.5882 -0.0235 0.5882
C 0.9701 -1.6194 -0.0173
H 1.5084 -1.7318 0.8363


Entry 7:
Entry from the OMol25 dataset: a 2-piece molecular cluster, CHIOS2 overall in a non-equilibrium geometry (wB97M-V/def2-TZVPD).

Output
- E_HOMO: -9.740 eV
- LUMO level: -0.44 eV
- ΔE to the lowest compared entry with this formula, charge and spin: 313.0 kJ/mol
- E: -1207.89159 Ha
- HOMO-LUMO gap: 9.3 eV

Cartesian coordinates (Å):
I 2.2106 0.0594 1.3203
S -0.4164 1.0133 -0.7582
S 0.4055 -0.8310 -1.3970
O -1.8362 0.9280 -0.5225
C 0.4257 -0.2433 0.2618
H -0.7893 -0.9263 1.0956


Entry 8:
Entry from the OMol25 dataset: CHLiO2Yb as an isolated structure in a non-equilibrium geometry (wB97M-V/def2-TZVPD).

Output
- E_HOMO (alpha / beta): -23.878 / -23.870 eV
- LUMO level (alpha / beta): -17.27 / -20.86 eV
- ΔE to the lowest compared entry with this formula, charge and spin: 333.8 kJ/mol
- Total charge: +3
- Multiplicity: 2
- E: -1353.92752 Ha
- HOMO-LUMO gap (alpha / beta): 6.6 / 3.0 eV

Cartesian coordinates (Å):
Yb 0.4898 1.8134 1.1939
O 0.1306 -0.6179 0.2951
O -1.0810 1.0031 -0.5804
C -0.9933 -0.1153 -0.1932
Li 1.9671 -1.0217 0.0269
H -0.5133 -1.0615 -0.7423


Entry 9:
Entry from the OMol25 dataset: CHLiO3Pb as an isolated structure in a non-equilibrium geometry (wB97M-V/def2-TZVPD).

Output
- E_HOMO (alpha / beta): -12.662 / -12.930 eV
- LUMO level (alpha / beta): -6.45 / -6.34 eV
- Total charge: +1
- Multiplicity: 2
- E: -464.25480 Ha
- HOMO-LUMO gap (alpha / beta): 6.2 / 6.6 eV

Cartesian coordinates (Å):
Pb -1.3857 0.4897 -1.2455
O 1.2309 -0.3157 0.3182
O -1.3002 0.5215 1.3209
O 0.9120 -0.5499 -0.8158
C -0.2724 0.2244 1.7939
Li 0.3144 0.6024 -2.2689
H 0.5010 -0.9724 0.8972


Entry 10:
Entry from the OMol25 dataset: an isolated ion of composition CHN2O3 and charge -1 in a non-equilibrium geometry (wB97M-V/def2-TZVPD).

Output
- E_HOMO: -4.332 eV
- SMILES: O=C([O-])n1[nH]o1
- LUMO level: 4.40 eV
- ΔE to the lowest compared entry with this formula, charge and spin: 293.0 kJ/mol
- Total charge: -1
- E: -373.81899 Ha
- HOMO-LUMO gap: 8.7 eV

Cartesian coordinates (Å):
O 1.5650 0.5503 -0.8263
O -0.8852 -0.6545 1.1924
O 0.2984 2.3233 0.0236
N -0.1235 -1.3769 0.1812
N -0.4886 -0.0282 0.0178
C 0.6063 1.0152 -0.3136
H -0.9723 -1.8291 -0.2752


Entry 11:
Entry from the OMol25 dataset: an isolated ion of composition CHN2O3 and charge +1 in a non-equilibrium geometry (wB97M-V/def2-TZVPD).

Output
- E_HOMO: -18.636 eV
- SMILES: O=C=[NH+][N+](=O)[O-]
- LUMO level: -7.24 eV
- ΔE to the lowest compared entry with this formula, charge and spin: 252.0 kJ/mol
- Total charge: +1
- E: -373.46250 Ha
- HOMO-LUMO gap: 11.4 eV

Cartesian coordinates (Å):
O -1.3562 -1.2233 -0.4341
O 0.5635 -1.7729 0.4800
O -0.1961 2.2323 -1.0532
N -0.3331 -1.1137 0.1196
N 0.2385 0.3167 0.3069
C 0.0237 1.3538 -0.3954
H 1.0598 0.2071 0.9762


Entry 12:
Entry from the OMol25 dataset: a 2-piece molecular cluster, CHN2O3 overall in a non-equilibrium geometry (wB97M-V/def2-TZVPD).

Output
- E_HOMO (alpha / beta): -16.113 / -16.108 eV
- LUMO level (alpha / beta): -8.26 / -8.26 eV
- ΔE to the lowest compared entry with this formula, charge and spin: 329.9 kJ/mol
- Total charge: +1
- E: -373.43282 Ha
- HOMO-LUMO gap (alpha / beta): 7.9 / 7.8 eV

Cartesian coordinates (Å):
O 2.3342 0.1699 -0.6391
O 3.8772 -0.9483 0.4601
O 1.1157 2.3601 0.1472
N 0.3945 0.1369 0.2292
N 3.2575 -0.3368 -0.2425
C 0.7058 1.2919 0.0548
H -0.3415 -0.5500 -0.2267


Entry 13:
Entry from the OMol25 dataset: a 2-piece molecular cluster, CHN2O4 overall in a non-equilibrium geometry (wB97M-V/def2-TZVPD).

Output
- E_HOMO (alpha / beta): -4.044 / -5.177 eV
- LUMO level (alpha / beta): 2.64 / 3.88 eV
- ΔE to the lowest compared entry with this formula, charge and spin: 265.7 kJ/mol
- Total charge: -1
- E: -449.06833 Ha
- HOMO-LUMO gap (alpha / beta): 6.7 / 9.1 eV

Cartesian coordinates (Å):
O -1.0532 -0.1644 -0.9310
O -0.9352 -2.4336 -0.9959
O 2.1890 0.6608 1.0753
O 3.4237 -0.2986 -0.4926
N 2.3725 0.0761 0.0445
N 0.7329 -1.6179 -0.3591
C -0.5306 -1.2561 -0.7956
H 0.8226 -1.8476 0.6782


Entry 14:
Entry from the OMol25 dataset: CHN2O4 as an isolated structure in a non-equilibrium geometry (wB97M-V/def2-TZVPD).

Output
- E_HOMO: -5.518 eV
- LUMO level: 4.14 eV
- ΔE to the lowest compared entry with this formula, charge and spin: 144.0 kJ/mol
- Total charge: -1
- E: -449.11470 Ha
- HOMO-LUMO gap: 9.7 eV

Cartesian coordinates (Å):
O -2.1552 0.6368 0.0252
O -0.4746 1.6567 0.8749
O 1.4940 -0.3755 1.2347
O 1.7244 -1.3703 -0.7658
N -0.9714 0.7626 0.1798
N -0.0816 0.0189 -0.3785
C 1.2586 -0.6764 0.1025
H -0.7942 -0.6528 -1.2728


Entry 15:
Entry from the OMol25 dataset: a 2-piece molecular cluster, CHN2OS overall in a non-equilibrium geometry (wB97M-V/def2-TZVPD).

Output
- E_HOMO: -3.805 eV
- LUMO level: 3.41 eV
- ΔE to the lowest compared entry with this formula, charge and spin: 75.2 kJ/mol
- Total charge: -1
- E: -621.62070 Ha
- HOMO-LUMO gap: 7.2 eV

Cartesian coordinates (Å):
S -1.0810 -0.1091 -0.9795
O 2.1831 1.6173 0.7309
N 1.7548 0.6748 0.1112
N -2.1898 -1.9634 0.8203
C -1.7870 -1.1961 0.0499
H 1.1199 0.9765 -0.7327


Entry 16:
Entry from the OMol25 dataset: one molecule with the formula CHN3O in a non-equilibrium geometry (wB97M-V/def2-TZVPD).

Output
- E_HOMO: -11.840 eV
- SMILES: c1nnon1
- LUMO level: 0.44 eV
- ΔE to the lowest compared entry with this formula, charge and spin: 390.3 kJ/mol
- E: -278.10887 Ha
- HOMO-LUMO gap: 12.3 eV

Cartesian coordinates (Å):
O -1.0612 0.7301 -0.4724
N -0.0935 -0.2128 1.0841
N -0.0232 0.2145 -1.0707
N -0.9985 0.5941 0.8480
C 0.6138 -0.4214 -0.1352
H 1.5626 -0.9045 -0.2539


Entry 17:
Entry from the OMol25 dataset: one molecule with the formula CHN3O2S (wB97M-V/def2-TZVPD).

Output
- E_HOMO: -9.158 eV
- SMILES: SN=c1onno1
- LUMO level: 0.29 eV
- ΔE to the lowest compared entry with this formula, charge and spin: 322.4 kJ/mol
- E: -751.51383 Ha
- HOMO-LUMO gap: 9.5 eV

Cartesian coordinates (Å):
S -2.5284 0.0166 -0.0037
O 0.4273 0.8420 -0.0014
O 1.1737 -1.2114 -0.0026
N -1.1262 -0.9447 -0.0037
N 2.2140 -0.3325 -0.0008
N 1.8076 0.8333 -0.0066
C 0.0220 -0.4558 0.0024
H -1.9901 1.2525 0.0163


Entry 18:
Entry from the OMol25 dataset: a 3-piece molecular cluster, CHN3O3S overall in a non-equilibrium geometry (wB97M-V/def2-TZVPD).

Output
- E_HOMO: -10.689 eV
- LUMO level: -0.68 eV
- ΔE to the lowest compared entry with this formula, charge and spin: 117.4 kJ/mol
- E: -826.87147 Ha
- HOMO-LUMO gap: 10.0 eV

Cartesian coordinates (Å):
S 0.9430 0.8372 0.6149
O -0.8136 1.5360 -1.9053
O -0.0471 -0.5327 -2.4310
O 2.3148 0.7012 1.5957
N -0.1129 -0.0771 0.9004
N -2.1662 -1.9593 0.1909
N -2.2411 -1.0405 0.7940
C -0.4070 0.4962 -2.1348
H 2.5302 0.0391 2.3752


Entry 19:
Entry from the OMol25 dataset: one molecule with the formula CHN3O5S in a non-equilibrium geometry (wB97M-V/def2-TZVPD).

Output
- E_HOMO (alpha / beta): -9.143 / -11.410 eV
- LUMO level (alpha / beta): -0.32 / -4.97 eV
- Multiplicity: 3
- E: -976.97439 Ha
- HOMO-LUMO gap (alpha / beta): 8.8 / 6.4 eV

Cartesian coordinates (Å):
S -1.7463 -0.4836 0.4824
O -2.2063 -0.2089 1.8101
O -3.8035 -1.2778 -0.7605
O -0.1047 0.4167 -0.9908
O -3.2088 0.7756 -1.2442
O -1.1084 -1.7054 0.1175
N -3.1560 -0.2755 -0.6723
N -0.8057 0.9797 0.0789
N 0.6051 1.9749 1.8544
C -0.0274 1.5170 1.0281
H -0.0193 1.0612 -1.7657


Entry 20:
Entry from the OMol25 dataset: one molecule with the formula CHN3OS in a non-equilibrium geometry (wB97M-V/def2-TZVPD).

Output
- E_HOMO: -9.427 eV
- SMILES: S=c1nn[nH]o1
- LUMO level: -0.90 eV
- ΔE to the lowest compared entry with this formula, charge and spin: 339.1 kJ/mol
- E: -676.28491 Ha
- HOMO-LUMO gap: 8.5 eV

Cartesian coordinates (Å):
S 1.6985 -0.6159 0.6805
O -0.7084 0.3347 0.8568
N -1.2312 0.3678 -1.3454
N -1.6046 0.9348 -0.1320
N -0.1135 -0.2005 -1.2372
C 0.2689 -0.1899 0.1715
H -2.4776 0.6003 0.2302